{"formula": "C9H14", "method": "wB97M-V/def2-TZVPD", "e_lumo_ev": 1.03, "relative_energy_ev": 1.280, "spin_multiplicity": 1, "total_energy_ev": -9558.90173, "smiles": "Cc1ccccc1.CC", "species": ["C", "C", "H", "H", "H", "H", "H", "H", "C", "C", "C", "C", "C", "C", "C", "H", "H", "H", "H", "H", "H", "H", "H"], "xyz": [[-2.054035, -1.562410, -2.667174], [-2.215780, -0.497742, -3.621969], [-1.154930, -2.300528, -2.744421], [-1.903053, -1.216760, -1.574089], [-2.992679, -2.112935, -2.766331], [-1.391119, 0.210841, -3.726483], [-2.347801, -0.966961, -4.665137], [-3.057285, 0.144481, -3.372665], [2.972079, 1.396148, 2.592444], [0.092795, 0.832183, 0.245032], [-0.527348, -0.278507, 0.747340], [1.288102, 1.337874, 0.771814], [1.701299, 0.824553, 1.982774], [-0.095542, -0.704122, 1.965654], [0.919109, -0.194574, 2.680941], [-0.300616, 1.226739, -0.670563], [-1.411477, -0.609674, 0.373277], [1.901846, 2.004364, 0.110694], [-0.618190, -1.562053, 2.358833], [3.345153, 2.286384, 2.187330], [3.807975, 0.693708, 2.496664], [1.253954, -0.568184, 3.652522], [2.787535, 1.617176, 3.643507]], "atomic_forces_ev_per_a": [[1.515, -2.482, 3.522], [0.589, 1.494, -3.314], [-1.560, 1.317, -0.586], [-0.673, -0.317, -1.692], [0.278, -0.569, 0.696], [0.291, -0.203, 0.103], [-0.089, 0.959, 1.369], [-0.367, -0.216, -0.172], [-0.440, -1.723, 0.960], [0.391, 0.001, -1.341], [1.742, 2.506, 0.930], [-0.399, -0.492, -0.799], [0.420, 0.140, 1.266], [-1.311, -2.655, 1.251], [2.835, 2.372, -1.140], [-0.011, 0.372, -0.457], [-2.194, -1.140, -1.241], [-0.625, -0.359, 1.214], [-0.195, -0.168, 0.396], [0.034, 1.414, -1.056], [-0.189, -0.143, 0.307], [-0.248, 0.130, -0.391], [0.207, -0.237, 0.178]]}